Version a
23
Properties=species:S:1:pos:R:3:lowdin_charge:R:1 method="wB97M-V/def2-TZVPD" total_charge=+1 spin_multiplicity=1 homo_ev=-13.7 homo_lumo_gap_ha=0.25841
C -2.113 -0.203 0.925 -0.2470
C -1.071 0.561 0.138 -0.0668
C -0.553 -0.045 -1.125 -0.1508
N 1.044 0.395 1.187 0.1968
C 1.634 0.378 -0.142 -0.4367
C 0.812 -0.660 -0.874 -0.1476
C 3.121 0.007 -0.091 -0.0160
N -3.345 -0.291 0.174 0.0543
H -2.303 0.266 1.888 0.1313
H -1.724 -1.199 1.180 0.1364
H -1.343 1.610 -0.012 0.1572
H -0.134 0.556 0.947 0.0699
H -0.459 0.703 -1.941 0.1437
H -1.222 -0.811 -1.502 0.1348
H 1.325 1.241 1.702 0.1383
H 1.500 1.348 -0.643 0.1579
H 1.320 -0.985 -1.779 0.1359
H 3.552 -0.056 -1.095 0.1005
H 3.713 0.749 0.456 0.0901
H 3.243 -0.939 0.426 0.0927
H 0.678 -1.527 -0.213 0.1408
H -4.148 0.088 0.646 0.0921
H -3.527 -1.184 -0.252 0.0924


Version b
23
Properties=species:S:1:pos:R:3:lowdin_charge:R:1 method="wB97M-V/def2-TZVPD" total_charge=+1 spin_multiplicity=1 homo_ev=-12.7 homo_lumo_gap_ha=0.18391
C -1.478 -0.497 1.572 -0.0853
C -1.617 -0.880 0.101 -0.2546
C -0.623 -0.269 -0.840 -0.0445
N 2.911 1.003 0.344 0.1114
C 1.556 0.975 -0.119 -0.0829
C 0.946 -0.196 -0.453 -0.1914
C 1.696 -1.558 -0.510 -0.0215
N -1.599 2.166 -0.871 0.1624
H -0.582 -0.900 2.049 0.0797
H -2.357 -0.838 2.140 0.0931
H -2.577 -0.487 -0.215 0.1124
H -1.694 -2.001 0.035 0.1558
H -1.038 0.932 -0.975 0.0723
H -0.758 -0.814 -1.809 0.1399
H 3.043 1.718 0.962 0.0538
H 3.173 0.106 0.817 0.1191
H 1.011 1.962 -0.163 0.1381
H 1.467 -2.306 0.270 0.0986
H 1.437 -2.042 -1.467 0.0956
H 2.782 -1.439 -0.533 0.0789
H -1.377 0.584 1.626 0.0690
H -2.072 2.469 -1.782 0.1006
H -2.248 2.312 -0.180 -0.0005


Computed stability ranking, most favorable first: version a, version b